[1]
{"formula": "C3H12O3", "method": "the ωB97M-V functional and the def2-TZVPD basis", "symbols": ["C", "C", "C", "H", "H", "H", "H", "H", "H", "O", "H", "H", "O", "H", "H", "O", "H", "H"], "positions_angstrom": [[0.630606, -1.326590, 1.588687], [0.676822, -0.118724, 1.004347], [0.312658, 1.136743, 1.761986], [0.923189, -2.123668, 0.925816], [0.345525, -1.289213, 2.634698], [0.843174, 0.013989, -0.047799], [-0.020329, 1.914251, 1.069578], [-0.477337, 0.892648, 2.471662], [1.167772, 1.540238, 2.301555], [0.305438, -1.198142, -1.968141], [0.346648, -0.245709, -1.770301], [0.788349, -1.521135, -1.199815], [0.043125, 1.559009, -1.910790], [-0.907016, 1.692434, -2.036021], [0.486607, 1.477484, -2.751650], [-2.212116, -0.700924, -0.693194], [-1.676541, -1.062244, -1.412188], [-1.576574, -0.640448, 0.031571]], "forces_ev_per_angstrom": [[0.3, 2.1, -1.3], [-0.7, -0.1, 1.1], [0.0, -0.1, -0.5], [-0.2, -0.9, 0.8], [0.2, -1.0, -0.1], [0.5, 0.0, 0.0], [-0.1, -0.1, 0.2], [0.0, 0.3, 0.1], [0.1, 0.0, 0.1], [0.4, 0.1, 0.3], [-0.4, 0.1, -0.5], [0.0, -0.6, -0.2], [0.0, 0.1, 0.8], [0.3, -0.1, -0.3], [-0.2, 0.2, -0.6], [-0.1, 0.2, 0.0], [0.1, -0.1, 0.1], [-0.1, -0.1, 0.0]], "relative_energy_kcal_mol": 18.7, "smiles": "C=CC.O.O.O", "total_energy_ev": -9447.21428, "charge": 0, "e_lumo_ha": 0.020}

***

[2]
{"formula": "C3H12O3", "method": "the ωB97M-V functional and the def2-TZVPD basis", "symbols": ["C", "C", "C", "O", "H", "H", "H", "H", "H", "H", "H", "H", "O", "H", "H", "O", "H", "H"], "positions_angstrom": [[-0.738671, 0.971470, -0.312163], [0.766657, 0.759854, -0.228468], [1.253623, 0.200146, 1.091407], [2.224081, 1.145026, 1.627522], [-1.326731, 0.118306, 0.011224], [-1.034356, 1.903800, 0.184553], [-1.104984, 1.175687, -1.324752], [1.296948, 1.654738, -0.547640], [1.006010, 0.047804, -1.020711], [1.734280, -0.777413, 1.059749], [0.471599, 0.195566, 1.854488], [2.996301, 0.700584, 1.982643], [0.828041, -2.427682, -2.723126], [1.737612, -2.262659, -2.457516], [0.288095, -2.219288, -1.949098], [-3.230393, -0.570159, 1.181178], [-3.368238, 0.379340, 1.040254], [-3.799882, -0.995125, 0.530463]], "forces_ev_per_angstrom": [[-0.5, 0.9, -0.5], [-0.6, -1.0, -1.2], [0.9, 1.4, 1.3], [0.1, 0.0, -0.2], [0.1, 0.0, 0.4], [0.0, -0.4, 0.6], [0.5, -0.2, -0.2], [0.1, 0.1, 0.6], [0.2, -0.2, -0.1], [-0.3, -0.1, -0.4], [-0.3, -0.4, -0.3], [-0.1, -0.2, 0.0], [-0.2, 0.0, 0.1], [0.0, 0.0, 0.0], [0.2, 0.0, -0.2], [-0.2, 0.3, -0.1], [0.1, -0.4, 0.1], [0.0, 0.0, 0.1]], "relative_energy_kcal_mol": 15.4, "smiles": "CCCO.O.O", "total_energy_ev": -9447.35953, "charge": 0, "e_lumo_ha": 0.024}

***

[3]
{"formula": "C3H12O3S", "method": "the ωB97M-V functional and the def2-TZVPD basis", "symbols": ["O", "C", "C", "C", "S", "H", "H", "H", "H", "H", "H", "H", "H", "O", "H", "H", "O", "H", "H"], "positions_angstrom": [[0.105793, -0.690944, -1.684247], [0.820753, 0.365527, -1.063097], [0.715796, 0.616439, 0.434656], [-0.657815, 0.654824, 1.060006], [-0.573165, 0.454365, 2.918282], [0.233192, -1.515459, -1.198828], [1.877883, 0.294935, -1.347914], [0.495216, 1.241513, -1.633782], [1.445776, 0.020127, 0.979594], [1.184034, 1.600795, 0.556730], [-1.196872, -0.269902, 0.896069], [-1.254705, 1.505433, 0.749652], [0.233288, -0.606892, 2.782894], [1.312927, -2.464278, 0.406931], [1.655335, -1.561062, 0.460376], [0.420744, -2.463053, 0.766746], [-2.569447, 0.735746, -1.827995], [-2.611106, 1.608005, -1.423768], [-1.637627, 0.473882, -1.832307]], "forces_ev_per_angstrom": [[-0.4, 0.0, 0.5], [0.3, 0.4, -1.2], [0.7, 1.1, -0.3], [0.1, -1.5, 1.1], [0.2, 0.7, -0.4], [0.2, -0.1, -0.1], [0.1, -0.2, 0.3], [-0.2, 0.1, 0.3], [-0.4, -0.4, 0.3], [-0.1, 0.1, 0.0], [-0.3, 0.1, -1.0], [0.0, 0.1, 0.2], [0.0, 0.0, 0.2], [0.1, -0.1, -0.3], [-0.2, -0.4, 0.2], [0.1, 0.1, 0.2], [0.0, 0.1, 0.0], [0.1, -0.1, -0.1], [-0.1, -0.2, 0.0]], "relative_energy_kcal_mol": 18.4, "smiles": "OCCCS.O.O", "total_energy_ev": -20282.58859, "charge": 0, "e_lumo_ha": 0.015}

***

[4]
{"formula": "C3H12O4", "method": "the ωB97M-V functional and the def2-TZVPD basis", "symbols": ["C", "O", "C", "C", "H", "H", "H", "H", "H", "H", "H", "H", "O", "H", "H", "O", "H", "H", "O"], "positions_angstrom": [[0.937559, -0.267525, -1.446766], [0.667153, 0.984795, -0.931094], [1.008517, -1.380702, -0.423906], [0.089107, -2.373123, -0.236058], [1.895101, -0.353429, -2.058471], [0.205197, -0.613818, -2.253444], [-0.088410, -0.652710, 0.957344], [2.040270, -1.631579, 0.061772], [0.062244, -3.110322, 0.565133], [-0.716239, -2.475269, -0.905504], [-0.745222, 0.903556, -0.834809], [-2.241647, 1.528868, -1.188654], [-1.755645, 1.002153, -0.546501], [-1.428288, 1.203434, 2.391299], [-1.953434, 0.999695, 1.110142], [-2.288603, 1.069590, 2.066913], [0.947850, 1.369237, 0.641389], [2.119344, 2.134385, 1.446759], [1.245144, 1.662764, 1.584457]], "forces_ev_per_angstrom": [[0.3, -0.6, -1.5], [0.3, -1.0, -0.6], [1.1, -2.2, 1.3], [1.3, 0.0, -0.6], [-0.4, 0.4, 0.7], [0.1, 0.4, 0.9], [0.2, 0.5, 0.5], [-1.9, 1.3, -0.2], [0.7, 0.2, -0.1], [-1.3, 0.4, -0.6], [-0.2, 0.8, 0.4], [0.3, 0.0, 0.1], [-0.3, -0.4, -0.5], [1.8, 0.4, 1.6], [-1.5, 0.0, 0.5], [-0.6, -0.3, -1.9], [0.6, 0.3, 0.8], [-1.7, -0.9, 0.1], [1.2, 0.7, -0.9]], "relative_energy_kcal_mol": 70.6, "multiplicity": 2, "s2": 0.769, "total_energy_ev": -11492.31000, "charge": -1, "e_lumo_ha": [0.150, 0.141]}

***

[5]
{"formula": "C3H12O4", "method": "the ωB97M-V functional and the def2-TZVPD basis", "symbols": ["C", "C", "C", "O", "H", "H", "H", "H", "H", "H", "O", "H", "H", "O", "H", "H", "O", "H", "H"], "positions_angstrom": [[-0.111905, -0.911407, 1.524981], [-0.151699, 0.313372, 0.990787], [-0.101941, 1.601810, 1.727847], [-0.546011, 0.493011, -0.295706], [0.416082, -1.167867, 2.434627], [-0.597964, -1.749648, 1.040812], [0.417045, 1.395581, 2.662509], [0.531713, 2.361990, 1.254388], [-1.061997, 2.047204, 1.962910], [-0.709817, -0.336144, -0.815753], [0.331604, -1.452492, -1.913177], [0.556125, -2.391624, -1.974362], [1.170687, -0.988985, -1.964936], [-3.673416, 1.196240, 0.031646], [-3.732705, 0.282983, 0.345277], [-2.723894, 1.264811, 0.175951], [2.939534, -0.549058, -2.379272], [3.650160, -0.161783, -2.917256], [3.398403, -1.247998, -1.891266]], "forces_ev_per_angstrom": [[0.3, -0.3, 0.3], [-1.3, -0.7, -0.5], [2.0, 0.3, 0.5], [-1.0, 0.2, -0.6], [-0.4, 0.5, 0.3], [0.5, 0.0, -0.5], [-0.2, 0.1, 0.3], [-0.3, -0.1, -0.3], [-0.3, -0.2, -0.2], [0.7, 0.5, 0.8], [-0.4, -0.8, 0.0], [-0.2, 0.3, 0.0], [0.3, 0.3, -0.2], [0.4, -0.8, 0.5], [-0.8, 0.0, -0.1], [0.4, 0.7, -0.4], [0.9, -0.2, 0.0], [-0.5, 0.0, 0.1], [-0.1, 0.2, 0.0]], "relative_energy_kcal_mol": 21.9, "smiles": "C=C(C)O.O.O.O", "total_energy_ev": -11494.81105, "charge": 0, "e_lumo_ha": 0.009}

***

[6]
{"formula": "C3H12O4", "method": "the ωB97M-V functional and the def2-TZVPD basis", "symbols": ["C", "C", "C", "O", "H", "H", "H", "H", "H", "H", "O", "H", "H", "O", "H", "H", "O", "H", "H"], "positions_angstrom": [[0.270523, 0.408434, 3.404060], [1.223245, -0.503943, 2.632885], [0.560726, -1.762716, 2.152730], [-0.496502, -1.723704, 1.572888], [-0.605289, 0.706427, 2.831799], [0.017614, -0.026049, 4.383879], [0.777682, 1.335587, 3.673471], [2.111753, -0.850428, 3.158579], [1.472345, 0.135266, 1.782557], [1.183744, -2.677913, 2.113729], [1.349010, 1.551324, -2.258683], [1.966032, 0.821128, -2.226655], [0.496397, 1.096819, -2.198098], [-1.606951, 4.123644, -1.756362], [-1.843613, 3.483093, -1.084033], [-1.529165, 3.566956, -2.545980], [-1.655545, -2.910956, -5.058071], [-2.533458, -3.049946, -5.375951], [-1.158547, -3.723023, -5.202744]], "forces_ev_per_angstrom": [[0.5, 0.1, 1.4], [-0.5, 0.1, 0.3], [0.0, 0.8, -1.9], [-0.2, -0.5, 0.4], [-0.1, -0.4, 0.0], [-0.4, 0.0, -0.5], [0.2, 0.1, -0.2], [0.2, 0.7, 0.3], [0.5, -0.7, -0.4], [-0.2, -0.1, 0.5], [-0.5, -0.2, 0.1], [0.4, -0.1, 0.0], [0.1, 0.3, 0.0], [0.0, -0.4, -0.5], [-0.1, 0.0, 0.3], [0.1, 0.4, 0.1], [1.0, 0.3, 0.4], [-0.8, -0.3, -0.4], [-0.2, 0.1, -0.1]], "relative_energy_kcal_mol": 25.1, "smiles": "CCC=O.O.O.O", "total_energy_ev": -11494.67194, "charge": 0, "e_lumo_ha": 0.014}

***

[7]
{"formula": "C3H12O4", "method": "the ωB97M-V functional and the def2-TZVPD basis", "symbols": ["C", "C", "C", "O", "H", "H", "H", "H", "H", "H", "O", "H", "H", "O", "H", "H", "O", "H", "H"], "positions_angstrom": [[0.124650, 0.889000, 2.252425], [0.763990, 1.475509, 1.015648], [0.168295, 1.064431, -0.351189], [0.911298, 0.552216, -1.179078], [-0.916053, 0.960525, 2.198572], [0.314256, -0.196353, 2.386103], [0.440859, 1.433174, 3.218585], [1.796206, 1.414318, 0.976998], [0.637577, 2.609475, 0.882796], [-0.875694, 1.292000, -0.606619], [-1.169521, -1.539344, -1.155090], [-1.087240, -2.492007, -1.091782], [-0.301067, -1.193341, -1.500311], [-2.955671, 0.157591, 0.129186], [-2.564105, -0.602872, -0.287710], [-3.890529, -0.132476, 0.114173], [2.570197, -1.773589, -0.693723], [2.850086, -2.067811, 0.161815], [2.403667, -0.773268, -0.764282]], "forces_ev_per_angstrom": [[1.4, 0.2, 1.7], [-2.5, 2.1, -1.5], [2.0, -0.6, 0.5], [-0.9, 0.3, 0.2], [-1.8, 0.3, -0.1], [0.3, 0.6, -0.2], [-0.3, -0.8, -1.5], [2.1, -0.8, -0.2], [-0.3, -1.1, 0.9], [-0.1, 0.0, 0.3], [1.0, 0.5, -0.5], [0.2, -0.1, -0.1], [-1.1, -0.5, 0.5], [-1.6, 0.0, 0.3], [1.1, -0.5, -0.5], [0.5, 0.7, 0.2], [-0.7, 1.7, -1.5], [0.2, 0.4, 0.7], [0.4, -2.2, 0.7]], "relative_energy_kcal_mol": 17.2, "smiles": "CCC=O.O.O.O", "total_energy_ev": -11495.01731, "charge": 0, "e_lumo_ha": 0.026}

***

[8]
{"formula": "C3H12O4S", "method": "the ωB97M-V functional and the def2-TZVPD basis", "symbols": ["O", "C", "C", "C", "S", "H", "H", "H", "H", "H", "H", "O", "H", "H", "O", "H", "H", "O", "H", "H"], "positions_angstrom": [[-2.447302, 1.372028, 1.486695], [-1.463556, 2.019343, 1.207338], [-0.387427, 1.452992, 0.335648], [-0.940046, 0.823015, -0.950513], [0.194329, 0.866657, -2.343826], [-1.499629, 3.100909, 1.445048], [0.170673, 0.712482, 0.916933], [0.453539, 2.127804, 0.151251], [-1.168522, -0.196900, -0.658113], [-1.929035, 1.230562, -1.160891], [-0.682495, 0.767571, -3.344163], [1.110082, -2.522832, 1.607051], [1.736146, -2.181834, 2.256705], [1.657452, -2.508604, 0.807095], [-1.552051, -2.220994, 0.751695], [-0.599396, -2.300418, 0.934190], [-1.751026, -1.294368, 0.949386], [4.072182, -1.313421, 0.297224], [4.703472, -1.932955, -0.092531], [4.408354, -0.431301, 0.108869]], "forces_ev_per_angstrom": [[0.4, -0.2, 0.2], [-1.3, 0.2, -0.7], [1.8, 0.1, 0.1], [-1.0, -0.6, 0.9], [0.4, 0.2, 0.1], [0.6, -0.1, 0.2], [-0.4, -0.5, 0.1], [-0.5, 0.7, -0.3], [0.1, -0.3, -0.5], [0.3, 0.4, -0.4], [-0.2, 0.0, 0.1], [0.7, 0.1, -0.3], [-0.2, 0.0, 0.2], [-0.2, -0.1, 0.0], [0.2, 0.4, -0.1], [-0.4, 0.0, 0.2], [-0.1, -0.3, 0.1], [0.0, -0.2, 0.0], [-0.1, 0.3, 0.1], [0.0, -0.1, -0.1]], "relative_energy_kcal_mol": 12.3, "smiles": "O=CCCS.O.O.O", "total_energy_ev": -22330.07682, "charge": 0, "e_lumo_ha": 0.008}